No. 1
{"formula": "C4H6NO2S2", "method": "ωB97M-V with the def2-TZVPD basis set", "species": ["C", "C", "C", "C", "N", "O", "O", "S", "S", "H", "H", "H", "H", "H", "H"], "positions_angstrom": [[0.2430, -1.1970, 1.2961], [0.8624, -2.0313, 0.3354], [-0.7006, -0.1587, -0.4013], [-0.1695, 1.2633, -0.6913], [-0.6728, -0.3872, 0.9391], [2.7077, 0.9008, -2.2689], [1.1312, -0.1995, -3.8152], [0.3444, -1.4359, -1.2662], [2.1185, -0.3764, -2.7745], [0.5287, -1.3331, 2.3636], [1.7606, -2.6651, 0.2859], [-1.6751, -0.2679, -0.8874], [0.7819, 1.3711, -0.2008], [-0.8980, 1.9176, -0.3207], [-0.0330, 1.5442, -1.8346]], "atomic_forces_ev_per_a": [[1.6, -2.1, 1.7], [0.1, 1.2, -2.7], [0.0, 0.2, -3.2], [0.7, -0.5, -3.0], [-0.8, 0.9, 2.2], [0.1, 0.6, 0.3], [-2.6, 0.4, -2.0], [-1.6, -1.8, 2.9], [4.6, 0.1, 0.3], [-0.5, 0.2, -0.7], [-0.7, 0.3, 0.8], [-0.2, 0.1, 0.3], [0.4, 0.3, 0.1], [-0.9, 1.2, 0.9], [-0.2, -1.1, 2.2]], "nbo_charge": [0.006, -0.464, -0.166, -0.617, -0.463, -1.023, -1.032, 0.350, 1.131, 0.179, 0.229, 0.207, 0.226, 0.195, 0.241], "lumo_ha": [0.12897, 0.09521], "spin_multiplicity": 3, "e_tot_ev": -31498.7414, "homo_lumo_gap_ev": [4.31, 6.91], "charge": -1}

---

No. 2
{"formula": "BrCl4HSi2", "method": "ωB97M-V with the def2-TZVPD basis set", "species": ["Si", "Si", "Cl", "Cl", "Cl", "Cl", "Br", "H"], "positions_angstrom": [[-1.2900, 0.1826, -0.0113], [0.8663, -0.6183, 0.2406], [-1.4018, 2.0873, 0.5153], [-1.3040, 0.2423, -2.0130], [2.2119, 1.8591, -0.6874], [1.3156, -0.8716, 2.2363], [1.9815, -2.0565, -0.8627], [-2.3796, -0.8250, 0.5823]], "atomic_forces_ev_per_a": [[-1.1, -1.5, 0.1], [1.7, 2.3, 0.9], [-0.1, 0.6, 0.8], [-0.3, -0.3, -1.0], [-1.3, -2.2, 0.9], [-0.1, 0.2, -0.6], [0.0, -0.4, -0.5], [1.3, 1.3, -0.6]], "nbo_charge": [0.817, 0.973, -0.275, -0.324, -0.584, -0.344, -0.172, -0.091], "lumo_ha": -0.06011, "spin_multiplicity": 1, "e_tot_ev": -135907.9390, "homo_lumo_gap_ev": 8.06, "charge": 0}

---

No. 3
{"formula": "C2H7N4", "method": "ωB97M-V with the def2-TZVPD basis set", "species": ["C", "C", "N", "N", "N", "N", "H", "H", "H", "H", "H", "H", "H"], "positions_angstrom": [[1.1756, 0.0548, 0.0221], [-0.3520, -1.3689, 0.2075], [2.3293, -0.3140, -0.0388], [0.3784, 1.1672, 0.0117], [-1.3693, -0.5033, -0.2402], [-1.0404, 0.8082, 0.2157], [-0.0802, -2.1869, -0.4325], [-0.3799, -1.5833, 1.2653], [3.1386, 0.2918, -0.1059], [0.5290, 1.8462, -0.7312], [-1.4825, -0.5336, -1.2528], [-1.1735, 0.7921, 1.2475], [-1.6731, 1.5297, -0.1683]], "atomic_forces_ev_per_a": [[-3.2, -3.4, 0.6], [3.0, 2.7, 0.1], [1.0, -0.1, -0.1], [-0.1, 1.0, 0.0], [-1.0, -0.3, -0.2], [0.6, 0.0, 0.2], [-0.1, -0.1, -0.2], [-0.1, -0.2, 0.1], [-0.1, 0.3, 0.0], [-0.4, -0.1, 0.0], [0.1, 0.4, 0.2], [0.0, 0.1, -0.6], [0.3, -0.3, 0.0]], "nbo_charge": [0.437, -0.294, -0.603, -0.499, -0.419, -0.213, 0.254, 0.217, 0.394, 0.425, 0.399, 0.444, 0.459], "lumo_ha": -0.14313, "spin_multiplicity": 1, "e_tot_ev": -8136.7649, "homo_lumo_gap_ev": 9.28, "charge": 1}

---

No. 4
{"formula": "C19H21ClOPYb", "method": "ωB97M-V with the def2-TZVPD basis set", "species": ["Yb", "Cl", "P", "C", "C", "C", "C", "C", "C", "C", "C", "C", "C", "C", "C", "C", "C", "C", "C", "C", "C", "H", "H", "H", "H", "H", "H", "H", "H", "H", "H", "H", "H", "H", "H", "H", "H", "H", "C", "O", "H", "H", "H", "H"], "positions_angstrom": [[-1.1829, -2.2606, -1.4169], [-0.1299, -0.1949, -0.2811], [0.0784, 0.2477, -2.5673], [-1.2496, -0.6568, -3.3686], [-0.9570, -1.8010, -4.1491], [-1.9528, -2.7429, -4.3963], [-3.2338, -2.5664, -3.8726], [-3.5487, -1.4129, -3.1488], [-2.5758, -0.4451, -2.9076], [-0.2244, 1.9869, -2.6763], [0.5093, 2.8458, -1.8296], [0.3634, 4.2251, -1.9597], [-0.4993, 4.7498, -2.9309], [-1.2285, 3.9002, -3.7681], [-1.0937, 2.5164, -3.6519], [1.6558, -0.1663, -3.2802], [2.6296, -0.9681, -2.6480], [3.7807, -1.3227, -3.3525], [3.9717, -0.8831, -4.6658], [3.0245, -0.0638, -5.2878], [1.8753, 0.3092, -4.5953], [1.1741, 2.4173, -1.0763], [0.9320, 4.8854, -1.3056], [-0.6072, 5.8270, -3.0261], [-1.9041, 4.3083, -4.5204], [-1.6504, 1.8497, -4.3173], [0.0453, -1.9450, -4.5608], [-1.7276, -3.6204, -5.0136], [-4.0083, -3.3149, -4.0635], [-4.5715, -1.2366, -2.8140], [-2.8243, 0.4713, -2.3678], [2.4625, -1.2943, -1.6176], [4.5328, -1.9470, -2.8667], [4.8679, -1.1748, -5.2058], [3.1729, 0.2863, -6.3095], [1.1377, 0.9603, -5.0716], [-0.4183, -3.7764, -2.0320], [0.0999, -3.1275, -2.4414], [-0.1747, -2.9685, 1.6756], [-0.0628, -3.3298, 0.2814], [-0.5994, -1.9638, 1.7062], [0.8170, -2.9750, 2.1298], [-0.8488, -3.6757, 2.1629], [0.6644, -3.9608, 0.1404]], "atomic_forces_ev_per_a": [[-3.4, 2.6, 2.3], [0.1, 0.4, 1.4], [0.0, 0.4, -1.8], [0.4, 0.4, -0.3], [0.0, 0.0, -0.1], [0.2, -0.2, -0.2], [-0.4, -0.5, 0.0], [-0.1, 0.3, 0.0], [0.0, 0.1, 0.0], [-0.1, 0.8, 0.1], [-0.3, -0.1, -0.2], [0.0, -0.2, -0.1], [0.0, -0.3, 0.1], [0.1, -0.1, 0.1], [0.1, 0.0, 0.2], [0.6, -0.1, -0.7], [-0.6, 0.2, -0.3], [0.0, 0.0, 0.1], [-0.2, 0.0, 0.2], [-0.1, 0.0, 0.2], [0.1, -0.2, 0.2], [-0.1, 0.2, -0.2], [-0.2, -0.1, -0.2], [0.0, -0.2, 0.0], [0.2, -0.1, 0.2], [0.2, 0.3, 0.2], [-0.3, 0.1, 0.1], [-0.1, 0.4, 0.3], [0.3, 0.3, 0.1], [0.3, -0.1, 0.0], [0.1, -0.3, -0.1], [0.2, 0.1, -0.3], [-0.2, 0.2, -0.2], [-0.1, 0.0, 0.1], [0.0, -0.1, 0.3], [0.2, -0.2, 0.1], [3.5, 0.3, -2.6], [-0.4, -3.8, 0.3], [-0.1, -0.1, 0.4], [0.4, -0.5, -0.6], [0.1, -0.1, 0.1], [-0.2, 0.1, 0.1], [0.2, 0.1, 0.1], [-0.4, 0.2, 0.3]], "nbo_charge": [1.362, -0.375, 1.357, -0.459, -0.264, -0.174, -0.222, -0.189, -0.282, -0.503, -0.099, -0.208, -0.139, -0.198, -0.172, -0.382, -0.211, -0.201, -0.142, -0.188, -0.197, 0.221, 0.247, 0.247, 0.246, 0.222, 0.270, 0.265, 0.266, 0.268, 0.272, 0.224, 0.245, 0.248, 0.250, 0.235, -0.004, 0.048, -0.255, -0.793, 0.202, 0.222, 0.211, 0.528], "lumo_ha": [-0.26978, -0.27328], "spin_multiplicity": 2, "e_tot_ev": -75415.2261, "homo_lumo_gap_ev": [5.67, 7.58], "charge": 2}

---

No. 5
{"formula": "C2H20NO6", "method": "ωB97M-V with the def2-TZVPD basis set", "species": ["C", "C", "N", "H", "H", "H", "H", "H", "H", "H", "H", "H", "H", "O", "H", "H", "O", "H", "H", "O", "H", "H", "O", "H", "H", "O", "H", "H", "O"], "positions_angstrom": [[1.7590, 2.6904, -0.5197], [0.7434, 2.4205, -1.6775], [0.0913, 1.0689, -1.5615], [2.0324, 1.8662, 0.1052], [2.5871, 3.2216, -0.9968], [1.2750, 3.5188, 0.0117], [-0.0562, 3.1527, -1.4748], [1.1880, 2.5464, -2.6576], [0.7128, 0.2116, -1.4560], [-0.4840, 0.9753, -2.3878], [-0.3805, 1.1092, -0.6175], [2.1405, -2.9839, 0.9171], [3.5713, -2.9355, 0.4191], [2.6534, -2.9435, 0.1037], [-1.0287, -2.2958, -2.0323], [-2.0244, -2.1893, -0.8571], [-1.2608, -1.7214, -1.3116], [2.7047, -0.1264, -0.2049], [2.0860, -1.5703, -0.5160], [1.9610, -0.5637, -0.5954], [-2.2828, 1.6007, 0.9621], [-1.3381, 0.7047, 1.7302], [-1.5668, 0.9617, 0.8310], [-2.5353, -1.4244, 1.1248], [-3.7399, -1.2394, 0.1598], [-3.1328, -1.8754, 0.5241], [-0.8183, -0.1282, 3.8996], [-0.2376, 1.2486, 3.4538], [-1.0389, 0.7258, 3.5197]], "atomic_forces_ev_per_a": [[-0.9, 2.0, -1.6], [0.4, -0.3, 1.4], [0.6, 0.4, 0.9], [0.1, -0.3, 0.2], [0.4, -0.6, 0.3], [0.3, -0.6, 0.7], [0.1, -0.4, -0.9], [-0.1, -0.1, -0.1], [0.2, 1.0, -0.1], [-0.8, -0.5, 0.4], [-0.7, -0.6, -1.2], [-0.2, -0.2, 0.1], [-0.2, -0.1, -0.3], [0.4, -0.3, 0.4], [0.2, -0.4, -0.5], [1.0, 1.0, -0.3], [-0.8, -0.4, 0.6], [0.7, 0.0, 0.2], [0.3, 1.5, 0.1], [-0.9, -1.2, -0.5], [0.2, -0.1, -0.1], [0.2, -0.1, 0.7], [-0.3, 0.4, -0.6], [-0.1, 0.3, -0.1], [-0.2, 0.5, 0.0], [0.0, -1.0, 0.2], [0.2, 0.0, 0.2], [0.3, 0.0, 0.3], [-0.4, 0.0, -0.4]], "nbo_charge": [-0.641, -0.219, -0.728, 0.217, 0.241, 0.227, 0.213, 0.220, 0.484, 0.429, 0.474, 0.488, 0.495, -0.927, 0.468, 0.509, -1.001, 0.480, 0.523, -1.011, 0.489, 0.503, -0.990, 0.484, 0.485, -0.943, 0.493, 0.487, -0.950], "lumo_ha": -0.10303, "spin_multiplicity": 1, "e_tot_ev": -16168.0757, "homo_lumo_gap_ev": 11.26, "charge": 1}

---

No. 6
{"formula": "C21H23GaN7OS", "method": "ωB97M-V with the def2-TZVPD basis set", "species": ["Ga", "N", "C", "N", "C", "N", "N", "C", "C", "C", "C", "C", "C", "N", "C", "C", "C", "C", "C", "C", "H", "H", "H", "H", "H", "H", "H", "H", "H", "H", "H", "O", "S", "C", "C", "C", "C", "H", "H", "H", "H", "H", "H", "H", "H", "N", "C", "C", "C", "N", "H", "H", "H", "H"], "positions_angstrom": [[-0.6093, 0.1853, -0.6099], [2.7642, -2.5848, -1.1350], [1.9046, -1.6139, -1.3471], [0.8563, -1.3888, -0.5787], [0.6362, -2.2110, 0.5202], [-0.4010, -2.0128, 1.2930], [-1.1503, -0.9641, 0.9273], [-2.2702, -0.6932, 1.4873], [-2.9659, 0.5008, 1.0290], [-4.1642, 0.9199, 1.5829], [-4.7414, 2.0965, 1.1217], [-4.0851, 2.8275, 0.1421], [-2.8873, 2.3476, -0.3594], [-2.3449, 1.2006, 0.0545], [1.5475, -3.2880, 0.8047], [1.3747, -4.1654, 1.8815], [2.2634, -5.2016, 2.0650], [3.3373, -5.3763, 1.1871], [3.5324, -4.5160, 0.1239], [2.6360, -3.4754, -0.0668], [3.5413, -2.7119, -1.7715], [2.0750, -0.9741, -2.2050], [-2.6724, -1.3145, 2.2806], [-4.6325, 0.3385, 2.3662], [-5.6816, 2.4466, 1.5268], [-4.4926, 3.7566, -0.2312], [-2.3285, 2.9129, -1.0954], [0.5404, -4.0169, 2.5518], [2.1296, -5.8858, 2.8914], [4.0227, -6.1992, 1.3392], [4.3710, -4.6514, -0.5490], [0.5778, 1.5796, -0.5498], [1.8747, 2.3881, -0.1613], [2.1248, 1.9993, 1.6104], [1.9023, 3.3016, 2.3784], [0.7985, 4.0460, 1.6331], [1.2481, 4.0498, 0.1783], [3.1193, 1.5743, 1.7384], [1.3713, 1.2467, 1.8453], [2.8176, 3.8955, 2.3838], [1.6439, 3.0966, 3.4163], [0.6703, 5.0625, 2.0020], [-0.1547, 3.5212, 1.7382], [2.0974, 4.7204, 0.0224], [0.4835, 4.2782, -0.5624], [-1.5470, 0.9595, -3.3261], [-1.7538, 0.5006, -4.5646], [-1.4075, -0.8375, -4.5768], [-0.9860, -1.1155, -3.2856], [-1.0620, -0.0120, -2.5225], [-1.6679, 1.8991, -2.9935], [-2.1361, 1.1260, -5.3559], [-1.4638, -1.5169, -5.4097], [-0.6561, -2.0512, -2.8652]], "atomic_forces_ev_per_a": [[0.1, -0.5, 0.0], [0.0, 0.1, -0.1], [0.1, 0.0, -0.1], [-0.4, 0.2, 0.1], [-0.3, 0.2, 0.1], [0.2, -0.6, 0.4], [-0.3, 0.6, -0.6], [0.2, -0.3, 0.1], [-0.3, 0.4, -0.1], [0.1, -0.1, 0.0], [0.1, 0.1, -0.1], [-0.1, 0.0, 0.0], [0.1, 0.0, 0.0], [0.3, -0.1, -0.1], [0.3, -0.1, -0.3], [0.0, 0.0, 0.0], [0.0, 0.0, 0.0], [0.0, 0.0, 0.0], [0.1, 0.1, -0.1], [-0.3, -0.2, 0.5], [0.0, 0.1, -0.1], [0.0, 0.0, 0.0], [0.1, 0.0, 0.0], [0.0, 0.0, 0.0], [0.0, 0.0, 0.0], [0.0, 0.0, 0.0], [0.0, 0.0, 0.0], [0.0, 0.0, 0.0], [0.0, 0.0, 0.0], [0.0, 0.0, 0.0], [0.0, 0.0, 0.0], [0.4, 0.8, 0.0], [-0.4, -0.4, 0.1], [0.2, 0.1, 0.0], [-0.1, 0.1, 0.0], [0.1, 0.0, 0.1], [-0.1, 0.0, 0.1], [0.0, 0.0, -0.1], [0.0, 0.0, -0.1], [0.0, 0.0, 0.0], [0.0, -0.1, 0.0], [0.0, 0.0, 0.0], [0.0, 0.0, 0.0], [0.0, -0.1, -0.1], [0.1, 0.0, -0.1], [0.0, 0.0, -0.1], [0.0, -0.2, -0.1], [0.0, 0.0, 0.0], [-0.1, 0.0, -0.1], [0.0, -0.1, 0.3], [0.0, 0.1, 0.0], [0.0, 0.1, 0.1], [0.0, 0.0, 0.0], [0.0, 0.0, 0.0]], "nbo_charge": [1.841, -0.468, 0.367, -0.690, 0.427, -0.322, -0.399, 0.151, 0.132, -0.164, -0.084, -0.206, 0.088, -0.570, -0.087, -0.146, -0.167, -0.109, -0.214, 0.146, 0.455, 0.231, 0.259, 0.266, 0.272, 0.271, 0.202, 0.257, 0.259, 0.260, 0.247, -1.095, 1.253, -0.560, -0.420, -0.415, -0.570, 0.273, 0.243, 0.241, 0.266, 0.273, 0.207, 0.276, 0.264, -0.297, 0.060, -0.293, 0.033, -0.483, 0.431, 0.276, 0.287, 0.245], "lumo_ha": -0.36123, "spin_multiplicity": 1, "e_tot_ev": -97816.6648, "homo_lumo_gap_ev": 7.04, "charge": 3}